Entry 1:
C3H3LiO3Sm as an isolated structure in a non-equilibrium geometry. Source: the Open Molecules 2025 dataset; level of theory: ωB97M-V/def2-TZVPD.

Geometry (Å):
O (-1.032, -1.278, -1.156)
C (-0.760, -2.337, -0.600)
C (0.087, -2.251, 0.581)
Li (-1.773, -0.874, -2.631)
Sm (0.294, -0.003, 0.136)
H (-1.520, -2.617, 0.056)
H (0.164, -3.121, 1.227)
O (1.987, 2.804, 0.645)
C (0.692, 2.523, 0.457)
O (-0.147, 3.399, 0.503)
H (2.008, 3.756, 0.782)

## Properties
Gap between HOMO and LUMO (alpha / beta) in eV: 4.45 / 4.67
ΔE to the lowest compared entry with this formula, charge and spin in kJ/mol: 0.00
Total energy in Eh: -1007.1151
Multiplicity: 7
HOMO (alpha / beta) in eV: -5.931 / -6.242



Entry 2:
A 12-piece molecular cluster, C6H36N12O12 overall in a non-equilibrium geometry. Source: the Open Molecules 2025 dataset; level of theory: ωB97M-V/def2-TZVPD.

Geometry (Å):
N (1.825, 1.593, -5.165)
C (2.681, 2.010, -4.204)
N (2.658, 1.187, -3.126)
O (3.379, 3.026, -4.235)
H (1.250, 0.784, -5.068)
H (1.631, 2.179, -5.956)
H (2.154, 0.310, -3.160)
H (3.225, 1.484, -2.354)
N (-2.288, -4.943, -3.948)
C (-2.020, -4.382, -2.754)
N (-0.702, -4.434, -2.375)
O (-2.855, -3.844, -2.028)
H (-1.555, -5.374, -4.479)
H (-3.189, -4.919, -4.387)
H (-0.145, -5.261, -2.496)
H (-0.524, -3.889, -1.539)
N (-3.876, 1.803, 3.777)
C (-3.959, 1.409, 2.482)
N (-2.931, 1.874, 1.695)
O (-4.938, 0.827, 2.027)
H (-3.100, 2.330, 4.124)
H (-4.622, 1.579, 4.409)
H (-3.202, 1.819, 0.726)
H (-1.979, 1.965, 1.986)
N (-0.867, 2.667, -1.852)
C (-0.947, 2.875, -3.215)
N (-0.215, 3.947, -3.608)
O (-1.686, 2.243, -3.962)
H (-0.168, 3.053, -1.255)
H (-1.554, 1.981, -1.579)
H (-0.269, 4.114, -4.598)
H (0.105, 4.586, -2.911)
N (0.052, -0.370, 1.012)
C (0.688, -0.948, -0.024)
N (1.348, -0.063, -0.789)
O (0.570, -2.147, -0.343)
H (-0.004, 0.631, 1.111)
H (-0.417, -1.034, 1.611)
H (1.445, 0.885, -0.476)
H (1.823, -0.409, -1.597)
N (0.758, 0.859, 4.008)
C (1.330, -0.162, 4.663)
N (2.516, -0.592, 4.160)
O (0.682, -0.840, 5.469)
H (1.331, 1.594, 3.635)
H (-0.205, 1.079, 4.219)
H (2.812, -0.279, 3.259)
H (2.954, -1.318, 4.698)
O (-0.366, -2.930, 4.136)
H (0.316, -2.504, 4.700)
H (0.105, -3.264, 3.339)
O (2.878, 2.375, -0.206)
H (3.343, 2.314, 0.639)
H (3.195, 3.201, -0.601)
O (-2.250, -0.590, 4.594)
H (-2.748, -0.388, 3.795)
H (-1.677, -1.342, 4.346)
O (0.143, 2.411, 1.311)
H (-0.036, 2.877, 2.138)
H (1.105, 2.476, 1.193)
O (1.236, -1.394, -3.502)
H (0.411, -1.160, -3.946)
H (0.991, -2.133, -2.923)
O (1.201, -3.724, 2.090)
H (1.414, -3.190, 1.312)
H (1.735, -4.521, 2.001)

## Properties
Gap between HOMO and LUMO in eV: 8.39
ΔE to the lowest compared entry with this formula, charge and spin in kJ/mol: 0.00
Total energy in Eh: -1810.3962
HOMO in eV: -9.501



Entry 3:
A 2-piece molecular cluster, C4H12 overall in a non-equilibrium geometry. Source: the Open Molecules 2025 dataset; level of theory: ωB97M-V/def2-TZVPD.

Geometry (Å):
C (-1.169, 1.863, 1.120)
C (-2.063, 0.624, 1.109)
H (-0.084, 1.645, 1.076)
H (-1.422, 2.573, 0.421)
H (-1.287, 2.634, 1.971)
H (-3.137, 0.839, 1.142)
H (-1.884, -0.091, 1.925)
H (-1.966, 0.138, 0.131)
C (0.928, -0.943, -1.289)
C (2.303, -1.585, -0.894)
H (0.186, -0.937, -0.497)
H (0.985, 0.047, -1.615)
H (0.468, -1.371, -2.115)
H (2.642, -2.360, -1.666)
H (2.356, -2.132, 0.140)
H (3.143, -0.944, -0.959)

## Properties
Gap between HOMO and LUMO (alpha / beta) in eV: 13.37 / 2.96
ΔE to the lowest compared entry with this formula, charge and spin in kJ/mol: 128.16
Total energy in Eh: -159.1210
Multiplicity: 2
HOMO (alpha / beta) in eV: -16.258 / -14.892
Net charge: +1



Among the records above, which one has the highest total energy?
C4H12



Which of these has the highest ΔE to the lowest compared entry with this formula, charge and spin?
C4H12



Which of these has the highest total energy?
C4H12